Computed, not measured: a 5-piece molecular cluster, H10O5 overall, with ωB97M-V with the def2-TZVPD basis set.

XYZ file:
```
15
H10O5 (ωB97M-V with the def2-TZVPD basis set)
O -14.01 -8.02 0.92
O -9.64 -5.40 0.33
O -12.26 -2.93 1.71
O -12.45 -5.94 4.56
O -12.24 -5.93 1.67
H -11.75 -5.75 0.86
H -12.72 -6.84 4.76
H -13.90 -8.60 0.17
H -12.26 -3.89 1.60
H -9.31 -4.83 1.03
H -8.87 -5.85 -0.02
H -12.58 -5.84 3.61
H -11.60 -2.60 1.09
H -12.95 -6.54 1.41
H -14.58 -8.50 1.53
```

Results
SMILES string ... O.O.O.O.O
Calculated total energy ... -382.19130 hartree
Orbital gap ... 10.90 eV
E_LUMO ... 0.28 eV
Relative energy (zero: lowest compared OMol25 entry of this formula, charge and spin) ... 20.6 kcal/mol